Entry 1:
Density functional theory data (wB97M-V/def2-TZVPD) for one molecule with the formula C7H8Cl2O.

SMILES: C[C@@H]1C(Cl)(Cl)C(=O)C12CC2
M: 179.046 g mol⁻¹
E: -1267.0435 a.u.

```
18
Properties=species:S:1:pos:R:3:forces:R:3:lowdin_charge:R:1
C -1.06709 0.85321 -0.64125 -1.5 -2.2 -0.1 -0.46
C 1.54207 1.00420 -0.68270 -0.9 -1.1 -0.1 -0.04
C 1.07664 1.80498 0.39622 -2.4 1.2 1.6 -0.04
C -0.09674 -0.71030 0.65427 -3.2 -0.4 1.7 -0.24
C 0.21947 0.59330 0.00210 1.6 0.2 -0.2 -0.35
C -1.81859 -0.38830 0.04726 3.8 1.6 0.9 -1.11
C 0.34128 -2.06874 0.12503 0.7 2.5 -1.1 -0.09
O -1.52829 1.54486 -1.48812 0.4 0.9 -0.3 0.13
Cl -2.74614 0.24659 1.37562 -0.6 0.1 0.5 0.65
Cl -2.71316 -1.39810 -1.00744 0.0 -0.5 -0.1 0.68
H 1.38759 1.16056 -1.68542 -0.4 1.4 -2.2 0.09
H 2.34479 0.33161 -0.61002 1.0 -0.8 0.9 0.11
H 1.50076 1.82575 1.37495 0.7 -0.5 0.4 0.11
H 0.37631 2.65507 0.33594 1.1 0.1 -0.8 0.13
H -0.09194 -0.67604 1.79415 -0.3 0.0 -1.4 0.14
H 0.44058 -1.75043 -0.99755 0.0 -1.9 1.7 0.12
H -0.49640 -2.73527 0.39562 0.9 -0.2 -0.6 0.07
H 1.32888 -2.29298 0.61133 -0.9 -0.3 -0.8 0.09
```
Positions in Å, forces in eV/Å.

---

Entry 2:
Density functional theory data (wB97M-V/def2-TZVPD) for C7H8F12GaN2O as an isolated structure.

M: 433.853 g mol⁻¹
E: -3579.5734 a.u.
total charge: -1

```
31
Properties=species:S:1:pos:R:3:forces:R:3:lowdin_charge:R:1
C -0.85902 4.19378 -0.63990 -0.1 -0.2 0.0 -0.23
Ga -1.46044 2.76205 -1.93978 0.2 1.0 -0.2 0.55
C 0.15554 2.18960 -3.13102 -1.6 0.6 0.5 -0.67
F 0.13674 0.90633 -3.54140 0.4 -1.1 0.0 0.04
F 0.13684 2.88378 -4.29322 0.0 0.7 -0.8 0.01
F 1.37555 2.44631 -2.62822 1.0 -0.2 0.5 0.04
C -2.48230 1.15929 -1.12527 1.0 1.2 -0.2 -0.45
F -3.79471 1.50126 -1.08111 -0.8 0.2 0.2 0.02
F -2.42615 0.10052 -1.99379 0.1 -0.9 -0.1 0.03
C -2.10308 0.66894 0.28606 -1.1 -1.2 -0.8 -0.43
F -3.23311 0.47028 1.00129 -0.5 -0.2 0.5 0.12
F -1.38390 1.53519 0.98342 0.8 0.8 0.2 0.15
C -1.39283 -0.70657 0.33312 1.0 1.4 0.6 -0.39
F -1.17024 -0.94727 1.63765 0.3 0.0 1.0 0.14
F -2.16162 -1.67295 -0.06757 -1.1 -1.3 -1.1 0.20
C -0.00195 -0.76159 -0.37563 -0.3 -0.6 0.9 -0.59
F 0.46409 0.40982 -0.67659 0.3 1.5 -0.3 0.22
F -0.02766 -1.50671 -1.43264 -0.3 -0.9 -1.5 0.22
F 0.88123 -1.32708 0.45907 0.6 -0.3 0.6 0.14
H -0.76215 5.13697 -1.17877 0.0 0.0 -0.1 -0.02
H 0.09660 3.99396 -0.15681 0.1 -0.1 0.1 -0.02
H -1.59899 4.36114 0.14518 -0.1 -0.1 0.1 -0.02
H -2.47996 3.46442 -2.96450 -0.1 -0.3 0.0 -0.03
C 3.00689 -4.20515 2.36588 -0.1 0.1 0.0 -0.69
O 3.00665 -4.90695 1.37240 0.0 -0.1 0.0 0.03
N 3.70523 -4.54284 3.49754 0.1 -0.1 0.1 0.13
N 2.31996 -3.03065 2.44477 0.0 0.0 -0.1 0.16
H 3.72196 -3.98281 4.32802 0.0 0.0 0.0 0.08
H 4.22312 -5.40111 3.47588 0.0 0.0 0.0 0.10
H 1.79387 -2.74600 1.63759 0.0 0.0 0.1 0.08
H 2.31380 -2.44596 3.25837 0.0 0.0 0.0 0.09
```
Positions in Å, forces in eV/Å.

---

Entry 3:
Density functional theory data (wB97M-V/def2-TZVPD) for one molecule with the formula C7H8FN2O7PS.

SMILES: N[C@]1(c2ccccn2)OS(=O)(=O)O[C@]1(F)P(=O)(O)O
M: 314.187 g mol⁻¹
E: -1747.2303 a.u.

```
27
Properties=species:S:1:pos:R:3:forces:R:3:lowdin_charge:R:1
N 0.66404 -0.64208 1.78912 0.3 -0.1 -0.1 0.14
C 0.24257 -0.66814 0.44011 0.2 -0.4 -0.3 -0.40
C -1.19281 -0.19126 0.27462 0.3 -0.3 0.6 -0.22
C -1.69292 0.73642 1.17922 -0.5 0.1 -0.3 0.00
C -2.98884 1.19171 0.97390 0.3 -0.5 -0.4 -0.04
C -3.68247 0.68673 -0.11574 -0.3 0.1 0.1 -0.06
C -3.08869 -0.24719 -0.94828 0.3 0.1 0.3 -0.10
N -1.84830 -0.68982 -0.75351 -0.3 0.2 -0.2 0.16
O 0.38899 -2.04343 -0.05932 -0.1 0.0 0.0 -0.13
S 0.92497 -2.19492 -1.53344 0.0 0.3 0.0 0.61
O -0.12293 -2.56417 -2.40095 -0.1 0.2 -0.4 -0.20
O 2.14685 -2.89750 -1.56558 0.2 -0.3 0.3 -0.20
O 1.29368 -0.60591 -1.70526 -0.2 -0.4 -0.1 -0.11
C 1.15270 0.13783 -0.54427 0.1 0.7 0.0 -0.44
F 0.52478 1.30519 -0.93317 -0.2 0.0 0.2 0.05
P 2.86712 0.68254 0.00265 0.7 -0.6 -0.4 0.48
O 3.80329 -0.39615 -0.26321 0.0 -0.3 0.3 -0.21
O 2.81643 1.18641 1.50028 0.0 0.5 -0.2 -0.09
O 3.12779 2.03789 -0.79579 -0.5 -0.1 0.1 -0.09
H 1.65298 -0.86083 1.83865 0.1 0.1 0.1 0.09
H 0.20380 -1.40305 2.27435 -0.3 0.1 0.2 0.12
H -1.09792 1.09839 1.99520 0.2 0.0 0.2 0.11
H -3.43966 1.90688 1.63845 -0.1 0.2 0.1 0.11
H -4.68936 1.01201 -0.31865 -0.2 0.0 0.0 0.10
H -3.61974 -0.64936 -1.79257 -0.1 -0.1 -0.2 0.11
H 2.83941 2.15272 1.52649 -0.1 0.0 0.3 0.10
H 2.81422 1.91906 -1.70332 0.2 0.3 -0.2 0.10
```
Positions in Å, forces in eV/Å.

---

Entry 4:
Density functional theory data (wB97M-V/def2-TZVPD) for a 2-piece molecular cluster, C7H8FO2 overall.

M: 143.137 g mol⁻¹
E: -521.8777 a.u.
total charge: -1

```
18
Properties=species:S:1:pos:R:3:forces:R:3:lowdin_charge:R:1
C 3.05713 1.83304 0.35212 0.4 0.2 0.1 -0.10
C 1.91851 1.12202 0.55176 -0.4 0.0 -0.2 -0.26
C -1.10915 -0.52407 -0.98562 -0.1 0.0 0.0 -0.23
C -0.18779 -0.05467 -0.10904 -0.1 0.0 -0.3 -0.16
C 2.78927 -1.60761 -0.02654 0.2 -0.3 0.2 -0.47
C -2.36034 -1.23149 -0.57310 0.0 0.1 -0.1 -0.18
C 0.98911 0.65120 -0.38617 0.4 0.1 0.1 -0.37
O 3.53294 -1.26947 -0.83659 0.4 0.4 -0.9 0.20
O 2.16867 -2.10538 0.81181 -0.6 -0.2 0.6 0.18
F 1.24125 0.94269 -1.73878 -0.1 -0.1 0.5 -0.04
H 3.69500 2.11465 1.17804 0.0 0.0 0.1 -0.01
H 3.37790 2.12342 -0.63466 0.0 0.0 -0.2 0.01
H 1.65922 0.86047 1.57663 -0.1 0.0 0.0 0.10
H -0.98342 -0.34014 -2.04406 0.1 0.1 -0.1 0.07
H -0.34315 -0.24442 0.95143 0.0 0.0 0.0 0.11
H -2.54210 -2.11670 -1.19320 -0.1 0.0 0.1 0.05
H -3.24820 -0.58658 -0.66326 -0.1 -0.1 0.0 0.05
H -2.29414 -1.55492 0.46659 -0.1 -0.1 0.1 0.05
```
Positions in Å, forces in eV/Å.

---

Q: Which of these has the lowest E?
A: C7H8F12GaN2O

---

Q: Among the records above, which one has the lowest M?
A: C7H8FO2

---

Copy entry 3 word for word.
Density functional theory data (wB97M-V/def2-TZVPD) for one molecule with the formula C7H8FN2O7PS.

SMILES: N[C@]1(c2ccccn2)OS(=O)(=O)O[C@]1(F)P(=O)(O)O
M: 314.187 g mol⁻¹
E: -1747.2303 a.u.

```
27
Properties=species:S:1:pos:R:3:forces:R:3:lowdin_charge:R:1
N 0.66404 -0.64208 1.78912 0.3 -0.1 -0.1 0.14
C 0.24257 -0.66814 0.44011 0.2 -0.4 -0.3 -0.40
C -1.19281 -0.19126 0.27462 0.3 -0.3 0.6 -0.22
C -1.69292 0.73642 1.17922 -0.5 0.1 -0.3 0.00
C -2.98884 1.19171 0.97390 0.3 -0.5 -0.4 -0.04
C -3.68247 0.68673 -0.11574 -0.3 0.1 0.1 -0.06
C -3.08869 -0.24719 -0.94828 0.3 0.1 0.3 -0.10
N -1.84830 -0.68982 -0.75351 -0.3 0.2 -0.2 0.16
O 0.38899 -2.04343 -0.05932 -0.1 0.0 0.0 -0.13
S 0.92497 -2.19492 -1.53344 0.0 0.3 0.0 0.61
O -0.12293 -2.56417 -2.40095 -0.1 0.2 -0.4 -0.20
O 2.14685 -2.89750 -1.56558 0.2 -0.3 0.3 -0.20
O 1.29368 -0.60591 -1.70526 -0.2 -0.4 -0.1 -0.11
C 1.15270 0.13783 -0.54427 0.1 0.7 0.0 -0.44
F 0.52478 1.30519 -0.93317 -0.2 0.0 0.2 0.05
P 2.86712 0.68254 0.00265 0.7 -0.6 -0.4 0.48
O 3.80329 -0.39615 -0.26321 0.0 -0.3 0.3 -0.21
O 2.81643 1.18641 1.50028 0.0 0.5 -0.2 -0.09
O 3.12779 2.03789 -0.79579 -0.5 -0.1 0.1 -0.09
H 1.65298 -0.86083 1.83865 0.1 0.1 0.1 0.09
H 0.20380 -1.40305 2.27435 -0.3 0.1 0.2 0.12
H -1.09792 1.09839 1.99520 0.2 0.0 0.2 0.11
H -3.43966 1.90688 1.63845 -0.1 0.2 0.1 0.11
H -4.68936 1.01201 -0.31865 -0.2 0.0 0.0 0.10
H -3.61974 -0.64936 -1.79257 -0.1 -0.1 -0.2 0.11
H 2.83941 2.15272 1.52649 -0.1 0.0 0.3 0.10
H 2.81422 1.91906 -1.70332 0.2 0.3 -0.2 0.10
```
Positions in Å, forces in eV/Å.